Entry from the Open Molecules 2025 dataset: a cluster of 5 separate species, C26H53BrClN2O11P in total (wB97M-V/def2-TZVPD).

XYZ file:
```
95
Properties=species:S:1:pos:R:3
H -0.8068 -4.4367 -3.2943
H 0.7930 -7.6082 -6.1480
N -3.2758 0.1965 -1.5446
H 7.3430 5.3505 6.8707
H -2.9878 7.6486 2.1583
H -5.0947 -2.8249 -2.0573
O -1.2808 -4.0158 0.9976
H -5.2349 0.5806 -0.6560
C -5.3592 -0.6276 -3.6071
Br 1.0298 -2.7932 -1.3449
O 5.0572 2.7517 4.9100
C 3.7391 -1.6847 3.0195
H -4.2871 -1.0958 -3.6270
C -1.9625 -2.1086 -0.7171
H -6.2839 4.8729 0.6794
H -2.0321 -5.7201 -3.3952
Cl -2.2624 2.3307 -3.2177
C -2.1501 -3.5307 0.1067
C -5.4032 0.9049 -2.9601
C 7.3062 4.9401 5.8581
H -0.7329 -8.2966 -4.3750
H 0.1367 -9.1316 -3.0724
H -3.9391 2.9609 2.4266
H 6.7928 -0.4980 3.3785
H 0.8332 0.3298 -4.6185
H -5.3416 4.8824 -0.8217
C -6.5027 -1.5272 -2.8512
C -4.8255 6.4860 0.5147
H 7.2453 3.8504 5.9273
H 4.4873 3.4665 3.0885
O -4.3407 4.1030 0.7734
C 5.9037 4.8357 3.9505
H -5.0099 1.7187 -3.7394
H 4.9352 2.0874 6.8446
H 5.5598 -0.0573 2.1811
H -5.5220 7.1711 0.0194
H 3.4123 2.6991 6.1624
H 5.6406 5.6179 3.2301
H 2.5230 -2.5229 1.4564
C -3.2813 -1.1168 -0.7892
H -4.2719 -1.4363 -0.2438
H -3.8267 6.6599 0.0966
C -5.2851 5.0472 0.2591
O -6.0473 -2.8397 -2.3672
C 5.7176 -0.3949 3.2077
O 6.1741 5.4908 5.1939
H 6.1070 -2.4183 1.1139
H -0.3789 -6.1282 -2.8966
H 3.3305 -0.6690 2.9425
H 0.4521 -9.5818 -4.7620
H -3.0196 5.8611 2.2544
C 5.4577 -2.2703 0.2466
C 3.5889 -2.4385 1.6944
O 5.1044 -1.6570 3.4473
O -0.6667 -5.7034 -4.9230
H 6.7963 4.3196 3.5770
H -5.5981 2.8245 1.8037
O 1.2833 -7.7985 -4.1240
O 4.1988 -1.7194 0.6177
H 4.7009 3.8366 6.6610
H 8.2212 5.2280 5.3310
H 5.3070 -3.2227 -0.2712
H 0.3494 2.3596 -2.0903
P 0.9373 0.5004 -3.1884
H 2.1438 -0.1732 -2.6930
H -5.7045 -0.4895 -4.7396
H 3.8306 4.3845 4.4550
H 2.3713 -6.9803 -5.6419
C -0.6396 -0.1658 -2.2733
H -3.6743 6.8388 3.5830
C 0.2226 -8.7471 -4.0922
C 1.3182 -7.0656 -5.3528
C -4.7752 3.5198 1.9971
H -5.0918 4.2783 2.7163
C -4.5597 1.0046 -1.5393
N 1.1176 2.0734 -2.7360
H -6.9614 -0.8962 -1.9741
O -4.8574 6.7993 1.9108
H 5.9480 -1.5741 -0.4392
H 5.3218 0.3474 3.9080
H 3.1753 -2.2163 3.7928
C 4.7231 3.8680 4.0793
H -6.5365 1.1511 -2.6817
H -4.2841 2.1130 -1.2333
C -2.0461 0.7035 -2.2975
H -7.3581 -1.7302 -3.6411
C -0.9749 -5.4874 -3.5502
C 0.7413 -5.6577 -5.1748
C 4.4934 2.8626 6.2124
H 0.8786 -5.1005 -6.1071
C -3.5607 6.7798 2.4973
H 1.2658 -5.1157 -4.3776
O -3.3981 -4.2965 -0.2152
C -0.5812 -1.6137 -1.4601
H 3.9988 -3.4528 1.7703
```

**Multiplicity**: 1
**Gap between HOMO and LUMO**: 0.2156 hartree
**Energy**: -145158.7575 eV

Here are the Mulliken charges for atoms 1 to 2, given in e:
1 H 0.137
2 H 0.321

***

Entry from the Open Molecules 2025 dataset: a cluster of 5 separate species, C38H51BBr2F12I2N3O14P2 in total (wB97M-V/def2-TZVPD).

XYZ file:
```
125
Properties=species:S:1:pos:R:3
N -3.1067 0.9695 0.7089
C -4.0212 3.2395 -3.2610
H -4.7240 1.7742 -0.6940
H 5.4264 -4.6869 3.2431
O -0.9500 10.5153 0.8621
C -1.9750 1.5468 -0.1726
H 0.2625 8.6306 -0.6181
C 1.3882 -0.8932 1.0598
H 0.6029 -0.6564 -6.2877
I -0.3543 -0.5292 -3.3834
H 4.0658 -2.0737 1.9184
C -1.3639 -0.8148 1.9166
C 2.7582 -3.8020 5.9627
C 5.6862 1.9386 -7.0895
O 0.9396 -8.5057 6.8611
B -2.1911 2.8172 -1.2503
Br -3.4782 5.2718 2.6883
F -3.0118 0.9963 -11.1368
C 1.1886 0.6672 -2.3317
C -1.6760 9.2174 -1.3919
O 5.0857 2.6334 -6.0714
C -4.7225 3.0095 1.2843
H -2.0082 -9.1098 9.0627
H 4.8563 -5.9530 1.4168
F 6.9232 2.3153 -9.1264
O 2.5829 -0.5315 0.2803
F -3.1405 8.2484 2.3253
C -2.8073 -0.1374 1.7593
C 1.2081 -3.5172 5.5261
F -1.2161 -0.1313 -11.6475
H -5.4064 0.9266 0.7105
H -2.6967 2.8096 2.5358
H -2.3499 8.9120 -2.1992
H 0.5304 -4.1490 6.2800
H 5.4636 1.0499 -3.1135
H 0.0672 8.3878 -2.3655
C 6.0555 2.8762 -8.2375
C -2.0292 -0.3214 -9.3872
H 3.5655 -3.1632 5.4060
F 0.6690 -6.5569 4.8634
H -0.5392 -9.8036 8.3797
H 1.7309 1.8218 -0.3077
O 2.4395 0.5437 -2.7835
Br 2.8924 -3.2058 7.9107
O -1.0091 0.5150 -9.0132
C 4.6487 1.8551 -4.9472
H -0.7157 7.2910 -1.2016
C 1.6831 -2.1561 2.1118
H -1.5558 -3.6079 5.2222
H -0.6808 -7.2529 10.1036
O -1.1682 -7.9681 7.5918
C -1.0042 -8.8645 8.7009
H 2.9939 -4.9604 5.9931
O -2.4010 9.0626 -0.1627
C -1.1329 -2.0317 2.9640
H 6.2964 2.5063 -3.7101
H -4.8901 2.5535 -2.8174
C -0.1220 -0.2317 0.9455
H -1.5443 0.4789 -6.9890
H -1.7375 2.9277 -3.5557
H -0.2458 -1.6345 -7.5016
C -4.4571 1.6088 0.4627
F -3.1113 -1.1698 -11.3697
O -2.6245 -1.0643 -8.6105
H -4.8212 -2.4435 1.7926
H -2.7532 1.3602 -3.0472
F -1.0251 -5.7750 5.9886
C 4.8893 -4.7717 1.2633
H -4.0965 4.2875 -2.7468
H -2.0865 4.8743 -1.5300
O 5.8619 0.7226 -7.0774
H 5.5407 -4.5660 0.2863
H -0.0677 -4.7595 4.1082
P -4.4447 -0.4300 2.7849
H -4.5769 3.9183 0.5563
C 0.8029 1.6619 -1.0448
C -2.8195 9.5602 2.1326
C -0.2138 -8.1993 9.8129
I -3.8697 0.3696 5.1037
H 0.9300 -2.3935 5.6959
C 3.2100 -2.8256 2.1656
O -4.9409 -2.1240 2.7342
F 6.6469 4.0282 -7.8084
H 3.0747 -3.8528 0.0162
H 3.4150 -3.2460 3.2382
P -2.2629 -2.9608 4.1018
F -4.0039 10.2298 2.0327
F 4.9632 3.2571 -8.9607
C -1.9315 9.7775 0.9089
C 0.8353 -3.9885 3.9741
H 0.6530 2.7118 -1.5112
N -2.8010 -4.2560 3.2152
C -2.5790 2.5092 -2.8379
C -0.4329 -6.9315 5.5729
O 4.4243 0.3477 0.3191
H -1.4207 10.2690 -1.5659
H 6.5710 0.9585 -4.4977
C -0.3933 1.0299 -0.1273
N 3.4062 0.2920 1.0036
H 4.1611 0.9306 -5.2770
H 3.8921 2.4490 -4.4240
C 0.2642 -0.6822 -7.3272
C 5.8086 1.5732 -4.0097
F -1.2906 -7.4951 4.6741
H -0.1223 1.4283 -7.4157
H 0.8045 -7.9648 9.4883
C -0.1076 -7.8770 6.7277
H 1.6938 -4.6454 3.5286
H -4.1572 3.2470 -4.4258
O -1.9996 4.2209 -0.7545
O 5.6767 -4.2225 2.3862
C -2.3396 -0.1614 -10.8743
C 0.4111 -2.6894 3.0089
H -0.1562 -8.8503 10.6897
H 2.6233 -5.0049 1.4687
C -0.6507 0.4920 -7.6234
H 1.1384 -0.6644 -7.9859
C 3.3628 -4.1312 1.1420
F -2.2414 9.9813 3.2929
C -0.4429 8.3325 -1.3997
H -4.3827 2.9744 3.5519
H -3.4044 -2.4210 4.6977
H -2.4384 -4.1544 2.2226
H -5.8516 3.0052 1.6726
C -3.7772 3.2542 2.5902
```

**Multiplicity**: 1
**Gap between HOMO and LUMO**: 0.1883 hartree
**Energy**: -281490.2320 eV
**Charge**: +1

Here are the Mulliken charges for atoms 1 to 2, given in e:
1 N 0.522
2 C -0.858

***

Entry from the Open Molecules 2025 dataset: a structure of composition C15H31AgClF4N5O8S4 (wB97M-V/def2-TZVPD).

XYZ file:
```
69
Properties=species:S:1:pos:R:3
H 4.6048 5.4644 -0.8312
S 3.5822 -0.2694 2.0302
O -1.6241 -4.4605 -1.6210
H -2.5916 -1.8973 -0.6939
H 1.3762 4.2975 0.1891
C 4.7920 3.6073 -2.0450
H -2.8336 0.1638 -1.2118
O 3.6178 -1.4043 2.9816
C 3.0144 2.6674 -1.1549
C -3.4517 -2.3155 -0.1710
H -1.8258 0.7115 0.8036
H -2.4999 1.7592 3.2733
S -0.2079 -4.2187 -1.2923
H -6.6289 -3.1114 -0.5425
H -5.6058 -1.8166 1.3470
F 3.8794 -1.7148 -1.3516
C -4.5579 -3.0134 -1.0209
H -4.5493 -4.0692 -0.7500
C 4.2729 1.1815 -2.8890
H 5.7648 3.5694 -2.5127
H -3.6260 -1.1791 2.4263
H 3.3617 0.5834 -2.8917
H 2.2521 1.9661 -0.8492
S 4.4373 -1.2469 0.1025
C -5.5720 -1.3111 0.3818
S 0.2279 -2.6340 -2.9470
Cl -0.1436 1.3302 -1.9955
H -2.7026 0.2797 4.1197
H -6.1677 -1.9173 -1.6404
Ag 1.0264 -0.6367 -0.5185
O 4.6200 0.7421 2.1913
H -0.5725 -0.6347 3.1950
H 3.8620 3.8175 2.3054
N 0.3915 -2.6187 -1.4724
N 4.1371 2.3623 -2.0101
H -4.6019 0.2335 -1.6483
O 0.8915 -3.6724 -3.7525
H -3.9433 1.1568 -0.3907
H -1.5332 -1.0317 0.9230
O 5.4715 -0.3161 -0.2287
C -3.3764 -0.4173 1.6877
H -4.4675 -2.8604 -2.0963
O -0.9396 -2.0217 -3.5315
C -5.8298 -2.3913 -0.7188
C -1.8778 -0.1521 1.4666
H 2.2903 4.0893 2.7139
F 2.3401 0.7018 2.5610
C 4.2446 4.5104 -1.1868
C -1.9341 0.9473 3.7301
F 1.2909 -1.4361 -3.1124
O 4.8664 -2.5429 0.7046
H -3.9490 0.4374 2.0478
N 3.0082 -0.5424 0.7208
H -1.3153 1.3020 4.5543
N -4.0133 -0.9073 0.3004
H -3.0677 -2.7803 0.7371
C 2.3950 4.3980 0.5634
C 2.8702 3.7379 1.8604
H 2.6634 5.4353 0.7637
H -6.1733 -0.4061 0.4677
F -0.2609 -4.2071 0.3586
H -0.2041 0.8544 2.4598
C -3.8619 0.1718 -0.8504
H 5.1201 0.5644 -2.5897
H 4.5272 1.5753 -3.8730
O 0.7070 -5.3364 -1.5401
N 3.1685 3.9296 -0.5894
C -1.0527 0.2249 2.7276
H 2.4874 2.7179 1.8258
```

**Multiplicity**: 1
**Gap between HOMO and LUMO**: 0.3295 hartree
**Energy**: -110613.9129 eV

Here are the natural (NBO) charges for atoms 1 to 2, given in e:
1 H 0.241
2 S 2.415

***

Entry from the Open Molecules 2025 dataset: a cluster of 8 separate species, C38H62F4N4O28PS in total (wB97M-V/def2-TZVPD).

XYZ file:
```
138
Properties=species:S:1:pos:R:3
H -8.9858 6.3963 -0.1063
C 1.7606 -3.7816 0.2305
H 4.1601 -4.3536 -1.7061
H -4.4556 1.0233 6.0111
H -5.2231 2.1561 -0.7528
H 5.1405 -2.4685 -4.1070
H -3.9425 -1.7003 2.2946
H 3.8399 3.1784 -8.7579
C -7.2406 -2.2150 4.1050
O -7.8948 -1.6298 5.1547
C 6.4238 2.0092 -6.4359
C 7.4184 -8.2568 1.8418
H -4.8886 -3.1873 1.0031
N -5.6722 -2.5613 0.6477
H -10.4960 -1.0735 5.3436
C -0.9507 3.2194 4.0606
C 0.7790 4.3950 -1.7964
O 7.2611 2.0307 -7.5153
O -2.7119 -0.4728 1.0330
H 7.5598 -1.2368 -5.2834
C 9.4265 -8.6171 0.9367
H 3.3618 -5.9699 -0.1064
N -1.8779 2.7159 2.9331
H -5.9532 -2.9905 -0.2778
O 0.6506 -3.3638 0.5120
C 4.4298 4.0592 -8.4812
O 8.6447 -7.6784 1.6581
H 5.1345 -4.1446 1.6164
H -4.3014 -1.5181 -0.6735
O -7.6034 -1.6408 2.9195
H 1.5093 1.8889 -0.0169
H 2.0679 2.2325 -3.6666
C 3.7367 -3.9534 -0.7806
H 7.2823 3.2777 -9.1724
O 6.5471 -7.8094 2.5675
O -6.4430 -3.1304 4.2139
N -4.1003 1.8110 2.0285
C 8.0800 -2.0226 -4.7280
H 1.8958 -0.9712 1.0554
H -2.9419 2.0498 6.4869
H 11.1000 -7.2949 0.6259
C 6.8887 -4.7594 -2.8698
H 4.3027 -3.0640 -0.4834
H 4.7303 -5.8175 1.9608
H -10.3529 0.6596 4.9620
O 2.7724 -0.4791 1.0211
C 7.1586 -3.1882 -4.4319
O 2.3840 -3.5775 -0.9680
F 0.3218 3.8281 3.5146
C -8.7436 -0.8472 3.1957
H 3.2587 5.4304 -4.2893
C -3.4869 1.5590 5.5685
H -5.7679 -0.3967 -0.0177
O 7.0735 -5.7639 -2.2045
H -4.8840 5.2725 1.1216
O 7.2986 -9.3984 1.1009
H 6.0236 2.0156 -9.1426
H -8.7760 0.0272 2.5397
C 6.0055 -2.8301 -3.5440
O -6.2967 3.5856 4.5788
H 8.9405 -2.3587 -5.3161
O -8.7124 3.4562 1.5068
C 8.3855 -9.3977 0.1928
H -1.9173 2.2799 0.6955
H -9.6228 -0.0149 6.4379
H -11.4051 5.1646 1.0702
F -1.5531 4.3198 4.8654
F -0.4467 2.0778 4.9150
O 5.7137 -4.0633 -2.9115
H -4.7140 0.1750 3.4880
C -9.8289 -0.2052 5.3792
C -3.2149 2.3596 3.1684
O 3.4164 1.0719 2.7638
C -0.0545 1.3538 1.5941
H -0.7064 3.6111 1.2015
H 9.9601 -9.2434 1.6619
H -2.7952 0.6673 5.1935
C -1.1906 2.5840 1.5731
H 6.2598 -2.0983 -2.7697
N -3.8887 2.4681 4.4837
H -9.7252 3.9814 -0.1896
C -9.6569 2.8737 2.3073
H 4.3564 4.0318 -4.1954
O 0.6593 3.2534 -2.5374
O 2.0054 4.9734 -1.9802
H 4.6588 4.6288 -9.3866
H -5.8701 0.5053 2.0207
H 8.4834 -1.5940 -3.8039
C -10.5401 4.8030 1.6332
H 1.4185 3.7348 -4.3736
H 9.8981 -7.2215 -0.6510
C 2.7872 4.0347 -2.7016
C 10.4124 -7.9064 0.0321
H 4.4606 5.3569 -3.0123
C -8.4655 5.6105 0.4491
H -0.0572 0.8001 2.6326
H -2.8386 -0.0666 0.1126
H 8.0579 -8.9171 -0.7353
H -0.3311 0.5610 0.7575
F -4.6690 4.4002 6.4918
O 5.3837 2.8822 -6.6036
H 3.7917 4.6695 -7.8333
O 2.5492 -4.5135 1.0759
C 6.5771 2.7385 -8.5337
H 8.7072 -10.4193 -0.0283
H 5.7425 -5.4330 0.5488
H -7.8524 0.3714 4.7391
H -9.6369 -1.4571 3.0234
C 4.8877 -5.1028 1.1460
O 7.8332 -4.1769 -3.6703
O -0.0922 4.8424 -1.0708
H -7.6050 5.2744 -0.1390
H 1.6556 3.0154 1.4869
O -4.2846 4.4682 0.9654
O 6.5794 1.3029 -5.4546
C 3.6369 -4.9885 0.2988
C -4.7277 0.4948 2.3663
O -5.9223 2.3178 -0.0534
S -4.7678 3.8704 4.8513
H 10.9957 -8.6200 -0.5571
C 5.6944 3.6606 -7.7482
C 1.7462 3.2541 -3.4455
P -5.2223 3.0274 1.3977
O -9.4720 1.8692 2.9726
C 3.7730 4.7454 -3.6062
H -10.2858 5.5348 2.4075
C -9.3870 4.4449 0.7452
O -4.3569 5.0739 3.9515
C -4.9820 -1.2444 0.2440
H -8.0621 6.0391 1.3732
C 2.5853 0.8337 1.7144
C -4.0599 -0.7910 1.5306
H 3.3207 3.4084 -1.9764
H 6.8204 -3.6517 -5.3667
C 1.4624 1.9050 1.1729
H 6.2372 4.5534 -7.4148
O -10.8319 3.5698 2.2656
C -8.5384 -0.4778 4.6337
```

**Multiplicity**: 1
**Gap between HOMO and LUMO**: 0.2060 hartree
**Energy**: -134680.4409 eV
**Charge**: +1

Here are the Mulliken charges for atoms 1 to 2, given in e:
1 H 0.412
2 C 0.634

***

no.,F_max (eV/A),molar mass (g mol⁻¹)
1,8.2,716.0
2,9.0,1488.2
3,13.2,757.0
4,9.8,1161.9